288
Properties=species:S:1:pos:R:3:forces:R:3 method="wB97M-V/def2-TZVPD" multiplicity=1 charge=0 smiles=COCCNCCOC.COCCNCCOC.COCCNCCOC.COCCNCCOC.COCCNCCOC.COCCNCCOC.COCCNCCOC.COCCNCCOC.COCCNCCOC.COCCNCCOC.COCCNCCOC.COCCNCCOC homo_lumo_gap_ev=8.38 e_homo_ev=-7.861
C 13.522200 -23.933550 -8.759900 0.8 -0.1 0.2
O 13.753310 -22.548590 -8.594470 -0.5 0.3 0.8
C 12.555550 -21.823160 -8.313830 0.7 1.4 -1.1
C 12.859350 -20.284690 -8.251990 0.2 -0.9 1.1
N 14.018330 -20.005450 -7.376580 -0.9 -0.1 -0.5
C 14.431040 -18.610530 -7.489000 1.7 -0.3 0.8
C 15.873430 -18.411820 -6.858030 -1.4 -0.2 -1.5
O 16.733340 -19.341120 -7.534390 -1.2 -0.1 0.4
C 17.947910 -19.563960 -6.887290 0.7 0.6 -0.1
H 13.324670 -24.463030 -7.827840 -0.2 0.2 0.4
H 14.479190 -24.317330 -9.113430 -0.3 -0.2 -0.3
H 12.705400 -24.161160 -9.444840 0.0 0.1 -0.3
H 12.014450 -22.125780 -7.417310 0.3 -0.4 0.2
H 11.953180 -21.984630 -9.207790 -0.7 0.0 0.1
H 11.994260 -19.793510 -7.806510 -0.3 0.0 -0.1
H 12.973000 -19.848220 -9.244300 0.2 -0.2 -0.3
H 14.730260 -20.641490 -7.706300 0.5 0.2 0.1
H 13.751320 -17.963400 -6.934650 -0.2 0.0 0.0
H 14.452700 -18.276180 -8.526220 0.1 0.1 -0.3
H 15.776850 -18.468410 -5.773790 0.4 -0.9 0.2
H 16.217140 -17.393090 -7.037350 0.1 0.2 -0.3
H 18.601000 -20.245590 -7.432230 -0.5 -0.3 -0.2
H 17.815880 -19.958310 -5.879740 0.0 0.1 0.2
H 18.475550 -18.610480 -6.911050 0.4 0.2 0.7
C 10.624090 -18.739220 -11.091130 0.0 -0.1 0.8
O 11.524880 -18.672010 -12.153740 0.2 0.1 0.0
C 12.352750 -19.826530 -12.209660 -0.4 0.4 -1.5
C 13.240200 -19.672040 -13.458440 0.3 -0.5 1.3
N 13.651460 -20.995850 -13.964010 -0.3 1.2 -2.1
C 14.313840 -20.960360 -15.325090 -0.4 0.4 1.6
C 15.784630 -20.527370 -15.333950 -0.7 -0.3 0.3
O 16.015560 -19.147300 -15.048100 -0.2 -0.3 -0.8
C 17.388010 -18.827230 -15.163420 -0.2 0.2 0.7
H 10.140710 -19.714310 -11.030810 -0.5 -0.1 -0.3
H 9.894390 -17.930160 -11.123840 0.0 -0.1 -0.4
H 11.126290 -18.655990 -10.127300 0.3 0.2 0.2
H 11.706610 -20.696050 -12.330290 0.0 -0.4 0.2
H 13.003770 -19.903380 -11.338820 -0.2 -0.2 0.3
H 14.026390 -19.044600 -13.038520 0.8 0.1 -0.6
H 12.735020 -19.037030 -14.186220 -0.2 -0.5 -0.3
H 14.326810 -21.463820 -13.376640 0.2 0.2 0.6
H 13.727380 -20.349590 -16.011470 -0.1 0.1 0.0
H 14.295910 -21.981070 -15.707090 0.1 0.1 0.0
H 16.137970 -20.855580 -16.311460 0.5 0.4 -0.3
H 16.285110 -21.123570 -14.570950 0.3 -0.2 0.0
H 17.822350 -18.979270 -16.151520 -0.2 -0.3 -0.2
H 17.935580 -19.394840 -14.411030 0.4 -0.2 -0.1
H 17.510880 -17.771840 -14.920180 -0.2 0.1 0.0
C 13.104590 -28.541640 -18.651090 0.2 0.0 0.6
O 12.141690 -28.979290 -17.719990 0.5 0.6 1.5
C 12.737330 -29.003740 -16.382570 -1.4 -0.6 -0.3
C 11.596330 -29.316140 -15.392320 -0.5 -0.2 -1.0
N 10.531810 -28.334800 -15.469890 -1.4 0.6 1.7
C 9.230860 -28.726500 -14.834980 0.4 1.7 -0.2
C 8.220000 -27.583070 -14.947780 0.2 -0.2 -1.8
O 7.783600 -27.502360 -16.318910 -0.6 0.2 0.3
C 6.756090 -26.538710 -16.488910 -0.1 -0.2 -0.6
H 13.516740 -27.582780 -18.336750 -0.2 0.5 -0.2
H 12.649240 -28.477100 -19.639320 0.2 -0.1 0.1
H 13.967610 -29.204190 -18.585350 0.1 -0.4 -0.6
H 13.227120 -28.090450 -16.044780 -0.2 0.7 -0.6
H 13.549970 -29.729820 -16.405530 -0.1 -0.5 0.3
H 11.939990 -29.400550 -14.361360 0.4 0.2 0.1
H 11.124150 -30.273200 -15.614100 0.4 -0.6 -0.3
H 10.361610 -27.821500 -16.322920 0.3 -0.6 -0.3
H 9.261320 -28.785740 -13.747020 0.9 -0.6 0.2
H 8.785800 -29.641560 -15.225710 0.1 -0.2 -0.2
H 8.694370 -26.622220 -14.748150 0.1 0.1 0.6
H 7.345960 -27.752580 -14.318960 0.0 0.0 0.2
H 6.360410 -26.646240 -17.498850 0.2 0.0 -0.1
H 7.099780 -25.511820 -16.364570 0.3 0.1 0.1
H 5.885800 -26.664060 -15.844720 0.1 -0.3 0.5
C 16.680800 -27.322350 -16.673190 1.9 -0.4 0.7
O 17.433660 -26.181080 -16.173340 -1.2 -0.3 -0.1
C 16.830420 -24.918580 -16.400350 -0.2 0.4 -0.9
C 17.696850 -23.750060 -16.010370 0.2 0.0 -0.2
N 17.999130 -23.760930 -14.590020 0.7 1.0 0.2
C 19.099330 -22.817230 -14.169390 -0.6 -1.4 1.3
C 19.612180 -23.259300 -12.756540 0.1 0.0 -1.5
O 20.492620 -24.366140 -12.840390 0.4 0.4 -0.3
C 21.131940 -24.637970 -11.607150 -0.7 -1.2 -0.2
H 17.222240 -28.143780 -16.203940 -0.2 -0.2 0.2
H 16.841690 -27.532490 -17.730570 -0.2 0.7 -0.3
H 15.631600 -27.461980 -16.412820 -0.1 0.8 0.2
H 15.861560 -24.775720 -15.921800 -0.2 -0.5 0.3
H 16.672580 -24.777980 -17.469660 -0.3 -0.2 -0.3
H 17.160490 -22.864370 -16.350910 -0.2 0.2 0.4
H 18.593690 -23.759770 -16.629790 0.5 -0.2 -0.1
H 18.359470 -24.695990 -14.463880 0.2 -0.2 0.5
H 18.751280 -21.806660 -13.955600 -0.5 0.1 -0.5
H 19.889400 -22.786210 -14.919680 0.3 0.0 0.1
H 18.737780 -23.552820 -12.175690 -0.2 0.2 0.3
H 20.121360 -22.403250 -12.313790 0.0 0.1 0.3
H 21.902550 -23.939080 -11.281840 -0.2 0.5 -0.1
H 21.606930 -25.612170 -11.722930 0.2 0.0 -0.1
H 20.365570 -24.786440 -10.846410 0.1 0.3 0.4
C 18.884100 -15.067490 -13.180700 0.1 0.1 0.8
O 18.233470 -14.292470 -12.161750 0.1 -0.4 -1.0
C 18.879060 -13.025210 -12.056590 -0.7 -0.4 0.4
C 18.250290 -12.260980 -10.887530 0.7 -0.5 0.8
N 18.949710 -12.634920 -9.615790 -0.2 1.7 0.1
C 19.004330 -11.496930 -8.651340 1.1 -0.6 0.5
C 20.111520 -11.788070 -7.552510 -1.7 0.5 -1.2
O 20.283150 -10.627300 -6.775270 -0.4 0.1 1.5
C 19.176510 -10.319750 -5.900270 0.1 0.4 -0.8
H 19.934880 -15.178920 -12.913230 0.3 0.2 -0.1
H 18.799590 -14.598440 -14.160980 0.0 0.1 -0.1
H 18.514910 -16.091160 -13.243170 -0.6 0.2 0.3
H 18.818900 -12.453490 -12.982670 -0.3 0.0 -0.3
H 19.930940 -13.255700 -11.887730 0.2 0.5 0.4
H 17.190960 -12.466630 -10.733800 -0.2 -0.3 -0.7
H 18.281140 -11.182480 -11.042390 0.5 0.0 0.0
H 18.357090 -13.297730 -9.136640 0.1 -0.4 -0.2
H 18.028460 -11.301180 -8.206980 -0.2 -0.4 0.4
H 19.228310 -10.502950 -9.038560 0.5 -0.3 -0.9
H 21.079010 -12.020100 -7.997720 -0.2 0.1 -0.2
H 19.758430 -12.666960 -7.013090 0.2 -0.1 0.6
H 19.299570 -9.317860 -5.488970 0.4 0.0 -0.3
H 19.020980 -10.954820 -5.028150 0.4 -0.6 -0.2
H 18.261770 -10.305100 -6.492830 -0.2 0.0 0.2
C 10.435540 -24.756870 -16.910100 0.5 -0.6 1.6
O 10.397030 -24.534180 -18.249260 -0.5 0.4 -2.2
C 9.577820 -25.444820 -19.007960 0.4 0.5 -0.2
C 8.740780 -24.739160 -20.109800 1.2 -0.5 0.4
N 9.542120 -23.962670 -21.087540 -1.6 -2.1 0.0
C 8.605210 -23.365830 -22.098850 2.3 2.2 1.3
C 9.451540 -22.416550 -22.960510 -0.3 1.0 -0.2
O 10.121340 -21.352370 -22.211030 -0.7 0.5 -0.2
C 9.407380 -20.060330 -22.133600 0.6 -1.2 0.5
H 11.139740 -24.064900 -16.448150 -0.4 0.6 0.0
H 10.879390 -25.710510 -16.624330 0.0 -0.7 -0.2
H 9.446000 -24.731980 -16.453720 -0.1 0.3 0.3
H 8.933310 -26.023080 -18.345900 -0.3 0.2 0.2
H 10.252960 -26.184490 -19.438270 0.1 0.0 -0.4
H 7.993830 -24.096620 -19.643640 -0.3 0.0 0.2
H 8.244170 -25.573460 -20.605190 -0.2 0.1 -0.2
H 10.072530 -23.337300 -20.497910 -0.1 0.9 -0.7
H 7.920670 -22.700640 -21.572530 -0.7 -0.1 0.1
H 8.053330 -24.046040 -22.747560 0.3 -0.5 0.4
H 8.847450 -21.911540 -23.714260 -0.4 -0.1 -0.1
H 10.175880 -23.005560 -23.523090 0.5 0.2 0.3
H 9.963620 -19.361160 -21.509210 0.6 -0.4 0.0
H 8.474470 -20.166630 -21.580010 -0.4 -0.2 -0.4
H 9.297550 -19.551550 -23.091290 -0.2 -0.4 -0.3
C 16.875390 -22.778770 -7.631670 -1.0 -0.3 -0.5
O 18.253570 -22.817160 -7.659620 2.0 1.0 -0.6
C 18.854490 -22.590330 -8.985750 0.2 -0.8 1.9
C 20.400130 -22.462390 -8.823240 -1.2 -0.9 0.1
N 21.070910 -23.686470 -8.372290 -0.5 0.1 -1.2
C 22.496930 -23.502420 -8.164510 -0.4 -1.6 1.5
C 23.076410 -24.844190 -7.609820 0.1 1.3 -0.4
O 22.378880 -25.192080 -6.423850 0.1 -0.5 -0.7
C 22.933490 -26.308920 -5.767620 0.1 -0.5 0.7
H 16.389150 -21.899880 -8.055010 0.5 0.6 0.1
H 16.543610 -22.879330 -6.598270 0.0 -0.2 -0.1
H 16.480120 -23.569650 -8.269140 -0.3 -0.6 0.2
H 18.445920 -21.685000 -9.434680 0.0 0.1 -0.1
H 18.546560 -23.477090 -9.539780 0.3 0.0 -0.6
H 20.578060 -21.668300 -8.098090 0.1 0.6 -0.1
H 20.769370 -22.196180 -9.813640 0.2 0.3 0.0
H 20.616600 -24.051260 -7.547290 0.1 0.0 0.2
H 22.624510 -22.757210 -7.379340 0.6 0.5 -0.1
H 23.036410 -23.258690 -9.079750 -0.2 0.2 0.0
H 24.141790 -24.753460 -7.398060 0.2 0.4 0.2
H 23.042300 -25.567470 -8.424560 -0.6 -0.6 0.2
H 22.178980 -26.838540 -5.185960 -0.3 0.3 -0.1
H 23.698930 -26.027760 -5.044330 0.2 0.4 0.0
H 23.387270 -27.075520 -6.395720 -0.1 0.2 -0.6
C 20.757620 -17.115700 -15.516690 0.9 -0.3 1.6
O 21.070050 -18.389500 -14.921820 -1.1 0.6 0.1
C 22.285710 -18.942590 -15.291040 0.7 -1.1 0.1
C 22.641190 -20.178990 -14.411540 0.0 1.9 0.1
N 22.949540 -19.747640 -13.025150 0.0 -0.6 -0.7
C 22.984680 -20.859620 -12.068250 -0.3 0.8 0.8
C 23.076990 -20.293350 -10.635580 -0.4 0.1 0.0
O 21.861410 -19.614480 -10.358820 -0.8 1.0 0.2
C 21.937940 -18.724780 -9.238390 0.8 -0.4 0.1
H 19.773680 -16.874110 -15.114690 -0.1 0.0 -0.7
H 20.909430 -17.011700 -16.591050 -0.5 -0.6 -0.2
H 21.451410 -16.395210 -15.083520 0.1 0.3 0.1
H 23.109000 -18.234120 -15.199520 0.1 0.3 -0.1
H 22.171280 -19.283530 -16.320000 0.5 -0.1 -0.3
H 23.567790 -20.562510 -14.838650 -0.2 -0.5 -0.1
H 21.781270 -20.844390 -14.488160 0.1 -0.6 0.1
H 22.205400 -19.122720 -12.749760 -0.2 0.1 0.3
H 23.807070 -21.554800 -12.237080 0.2 0.2 -0.2
H 22.060060 -21.433390 -12.131280 -0.2 -0.3 0.1
H 23.915260 -19.607000 -10.515910 0.2 0.1 -0.3
H 23.161240 -21.045160 -9.850860 0.3 -0.5 -0.2
H 20.994240 -18.338770 -8.852980 -0.4 -0.4 -0.7
H 22.568780 -17.862360 -9.453720 0.1 0.1 -0.2
H 22.393880 -19.237430 -8.391380 0.2 -0.2 0.2
C 2.676450 -20.597400 -10.780550 0.3 -1.1 0.1
O 3.849530 -20.797710 -9.976180 -1.2 0.8 0.5
C 4.911750 -21.521200 -10.559820 0.2 0.6 0.3
C 5.951960 -21.777800 -9.458450 0.6 0.1 0.0
N 7.386020 -21.790130 -9.883840 -1.3 -0.1 -1.8
C 7.618960 -22.799710 -10.962800 1.2 -1.0 0.5
C 9.079210 -22.878530 -11.454500 0.4 1.0 0.8
O 9.243470 -23.809240 -12.476600 -2.3 0.0 -0.1
C 10.497940 -23.947090 -13.052210 -0.1 0.3 -0.1
H 2.131800 -21.540290 -10.829810 -0.1 -0.2 0.0
H 2.855070 -20.320760 -11.819630 0.5 0.3 0.0
H 1.980550 -19.878410 -10.348260 0.5 0.1 0.3
H 5.321340 -20.822230 -11.289040 0.4 -0.6 -0.6
H 4.533130 -22.466290 -10.949110 0.1 0.0 -0.5
H 5.726550 -22.713210 -8.946290 -0.3 -0.2 0.1
H 5.819170 -20.961730 -8.748180 0.1 0.0 0.1
H 7.932900 -21.951620 -9.050210 0.3 -0.3 -0.2
H 7.009890 -22.733590 -11.864330 -0.3 0.9 0.2
H 7.429420 -23.821490 -10.633970 -0.4 -0.3 0.4
H 9.741690 -23.152640 -10.633470 0.1 -0.2 0.5
H 9.423020 -21.879480 -11.722460 0.0 0.3 -0.5
H 10.828790 -23.056860 -13.587120 0.2 0.5 0.2
H 10.330270 -24.685280 -13.836470 0.6 -0.5 0.3
H 11.184160 -24.191100 -12.241240 0.6 -0.4 -0.5
C 13.834940 -23.665570 -17.918840 -0.6 0.5 -0.9
O 14.828210 -22.644020 -17.900400 0.5 0.2 -0.4
C 15.229260 -22.046250 -19.176200 0.6 -1.0 0.6
C 16.320670 -22.943080 -19.866350 -0.9 1.0 -0.6
N 16.803120 -22.359020 -21.131010 0.8 -0.2 0.7
C 18.001830 -23.101900 -21.614690 -0.8 1.0 -1.5
C 18.505880 -22.726270 -23.069770 -1.0 0.0 1.9
O 17.593130 -23.127050 -24.055220 -1.0 -1.1 0.6
C 17.950340 -22.805940 -25.367190 0.6 1.0 0.3
H 13.967720 -24.395750 -18.717160 0.3 -0.1 0.0
H 12.836600 -23.257570 -18.076840 -0.1 0.4 -0.2
H 13.722630 -24.198700 -16.974780 0.8 0.2 0.2
H 15.682340 -21.071350 -18.996240 0.1 -0.1 0.6
H 14.350980 -21.779240 -19.763950 -0.1 -0.6 -0.4
H 15.917270 -23.946050 -20.005750 -0.1 -0.3 -0.1
H 17.193610 -23.046550 -19.221860 -0.1 0.2 0.3
H 16.061640 -22.161280 -21.787680 0.2 -0.5 -0.3
H 17.838960 -24.178050 -21.555760 0.1 -0.2 0.0
H 18.831700 -22.809090 -20.971500 0.0 -0.2 0.2
H 19.487210 -23.195700 -23.138420 0.2 -0.1 -0.5
H 18.616240 -21.641900 -23.061890 0.2 0.3 -0.3
H 18.914710 -23.265910 -25.582890 0.1 0.1 -0.4
H 18.008900 -21.717550 -25.376430 0.5 0.3 -0.5
H 17.216170 -23.059510 -26.131920 -0.2 -0.5 0.5
C 17.206180 -26.961940 -11.794660 0.0 -0.2 1.3
O 15.920070 -27.551210 -11.735340 0.4 0.0 -1.4
C 15.401120 -27.992490 -10.498740 1.2 0.2 -0.5
C 13.960510 -28.243240 -10.731960 -0.6 1.8 -0.2
N 13.203140 -26.937330 -10.877730 -0.3 -1.5 1.2
C 11.820700 -27.199850 -11.232990 -0.6 0.3 1.0
C 10.950390 -27.631730 -10.035060 0.1 -0.8 -0.2
O 11.176320 -28.985860 -9.563390 -0.4 1.0 -0.4
C 10.585550 -29.283460 -8.307450 -0.1 -0.8 -0.7
H 17.141250 -26.009010 -11.269480 0.3 0.4 -0.2
H 17.627900 -26.863210 -12.794910 -0.8 0.1 -0.3
H 17.959280 -27.551470 -11.271780 0.0 -0.3 0.3
H 15.629350 -27.277770 -9.708050 -0.3 0.4 0.2
H 15.859970 -28.926220 -10.173620 0.4 -0.3 -0.2
H 13.676520 -28.874110 -9.889670 -0.9 0.3 -0.2
H 13.844730 -28.743500 -11.693430 0.1 -0.7 0.1
H 13.640080 -26.307560 -11.535440 0.2 -0.4 -0.2
H 11.652970 -27.793180 -12.131840 0.3 -1.3 0.1
H 11.233160 -26.363700 -11.612140 0.7 1.1 0.4
H 9.932350 -27.480570 -10.393990 -0.5 -0.5 0.1
H 11.047560 -26.987420 -9.161250 0.5 0.5 -0.1
H 10.743340 -30.358210 -8.217340 0.4 0.1 0.5
H 9.498520 -29.216910 -8.262270 -0.3 0.6 -0.4
H 10.983130 -28.708330 -7.471240 0.3 0.0 0.0
C 13.406320 -26.109330 -14.206580 0.3 -0.6 0.3
O 13.606220 -25.337850 -13.039420 0.0 0.2 -0.5
C 14.542030 -24.313770 -13.313280 0.8 0.3 0.8
C 14.928360 -23.555300 -12.021410 -0.7 0.5 -0.7
N 15.638610 -22.304440 -12.317120 0.0 0.0 -0.2
C 15.857430 -21.485040 -11.130690 0.7 1.0 -0.6
C 16.662810 -20.151030 -11.411280 0.2 -1.3 -0.6
O 18.021520 -20.489420 -11.688050 -0.2 -1.7 -0.5
C 18.977150 -19.439060 -11.705790 -1.2 -1.1 0.8
H 12.726010 -26.935240 -13.998900 -0.4 0.4 0.1
H 14.332300 -26.600670 -14.505330 0.4 0.1 0.0
H 13.073690 -25.512810 -15.056070 -0.3 0.2 0.0
H 14.082270 -23.662200 -14.056360 0.2 0.4 0.0
H 15.478330 -24.732470 -13.682260 0.0 -0.2 -0.5
H 15.448090 -24.188970 -11.302760 0.2 -0.3 0.0
H 13.980550 -23.284270 -11.556320 -0.1 0.2 0.3
H 16.499200 -22.415840 -12.833930 0.2 -0.6 0.0
H 16.416840 -22.068640 -10.399540 -0.2 0.1 0.5
H 14.852810 -21.234570 -10.789950 0.1 0.1 0.6
H 16.655390 -19.465480 -10.563890 -0.4 0.0 0.2
H 16.281800 -19.693780 -12.324440 -0.5 0.4 0.1
H 18.650750 -18.709910 -12.447340 0.5 0.5 0.2
H 19.944710 -19.899820 -11.904800 -0.1 0.3 -0.3
H 18.961290 -19.150340 -10.654840 0.5 1.2 -0.1